Here is a structure of composition C36H57BrN4O3P3Pd from the OMol25 dataset. Energies are from the ωB97M-V functional and the def2-TZVPD basis.

Frontier orbital gap (alpha / beta)   6.9 / 3.5 eV
HOMO level (alpha / beta)   -15.033 / -15.521 eV
Expectation value of S²   6.0264
F_max   0.89 eV/A
Spin multiplicity   5
E   -151724.24428 eV
Charge   +3

CARTESIAN COORDINATES (ANGSTROEM)
Pd 0.058 -0.095 -0.337
C 1.652 0.023 3.140
P 0.094 -0.164 2.256
C -0.511 -1.837 2.629
N -0.377 -2.195 3.889
C -1.037 -3.317 4.260
C -0.938 -3.775 5.599
C -1.668 -4.854 5.990
C -2.529 -5.527 5.077
C -2.639 -5.118 3.783
C -1.880 -4.005 3.338
N -1.951 -3.633 2.037
C -1.248 -2.577 1.689
P -1.127 -2.229 -0.106
C -2.851 -2.294 -0.661
C -0.282 -3.735 -0.804
C -1.153 -4.994 -0.716
C 0.016 -3.460 -2.277
C 1.026 -3.946 -0.033
C -1.162 1.030 2.914
C -0.624 2.448 2.712
C -1.362 0.772 4.418
C -2.489 0.801 2.187
H 1.478 -0.243 4.184
H 2.016 1.043 3.054
H 2.374 -0.684 2.731
H -0.283 -3.247 6.278
H -1.606 -5.211 7.010
H -3.100 -6.377 5.427
H -3.290 -5.614 3.077
H -3.345 -3.124 -0.155
H -2.913 -2.440 -1.739
H -3.358 -1.365 -0.399
H -2.096 -4.878 -1.252
H -1.374 -5.278 0.310
H -0.606 -5.811 -1.191
H -0.901 -3.343 -2.859
H 0.559 -4.309 -2.698
H 0.637 -2.572 -2.397
H 0.838 -4.192 1.014
H 1.669 -3.065 -0.075
H 1.564 -4.787 -0.473
H 0.218 2.654 3.373
H -1.414 3.159 2.965
H -0.308 2.626 1.687
H -0.436 0.860 4.986
H -1.804 -0.202 4.616
H -2.050 1.537 4.787
H -2.416 0.987 1.117
H -3.231 1.486 2.603
H -2.864 -0.213 2.351
O -1.234 1.672 -0.842
C -1.196 2.932 -0.754
C -2.476 3.706 -0.615
C -2.738 4.828 -1.633
C -1.932 6.100 -1.396
C -0.421 5.925 -1.513
C 0.179 5.000 -0.462
N -0.031 3.565 -0.716
H -2.474 4.140 0.393
H -3.277 2.969 -0.645
H -3.799 5.069 -1.573
H -2.571 4.462 -2.648
H -2.166 6.493 -0.402
H -2.258 6.861 -2.106
H 0.056 6.899 -1.396
H -0.147 5.564 -2.509
H -0.210 5.252 0.529
H 1.258 5.137 -0.424
H 0.779 2.956 -0.666
C 2.364 -1.055 -4.810
C 2.203 -0.607 -3.349
P 0.633 0.266 -3.081
C 0.942 1.970 -3.611
C -0.249 2.752 -4.149
C -0.722 -0.471 -4.032
C -2.133 -0.063 -3.595
H 3.369 -1.452 -4.949
H 2.234 -0.232 -5.514
H 1.659 -1.845 -5.066
H 2.976 0.111 -3.063
H 2.279 -1.445 -2.660
H 1.701 1.855 -4.396
H 1.441 2.484 -2.786
H -0.609 2.331 -5.088
H 0.054 3.779 -4.348
H -1.074 2.769 -3.444
H -0.584 -1.551 -3.989
H -0.521 -0.163 -5.066
H -2.282 -0.221 -2.528
H -2.860 -0.661 -4.142
H -2.336 0.983 -3.808
Br 7.328 2.747 1.668
C 6.315 1.364 1.075
C 6.966 0.105 0.818
N 6.310 -0.948 0.386
C 4.995 -0.816 0.193
C 4.261 0.380 0.404
C 4.930 1.486 0.854
C 2.764 0.398 0.151
O 2.146 1.468 0.326
O 2.268 -0.714 -0.208
H 8.035 0.022 0.983
H 4.461 -1.696 -0.146
H 4.416 2.422 1.034

Here is a structure of composition C40H37N5O2P2Rb from the OMol25 dataset. Energies are from the ωB97M-V functional and the def2-TZVPD basis.

Frontier orbital gap   6.0 eV
HOMO level   -3.781 eV
F_max   0.18 eV/A
ΔE to the lowest compared entry with this formula, charge and spin   3.2 kcal/mol
Spin multiplicity   1
E   -72859.16614 eV
Charge   -1

CARTESIAN COORDINATES (ANGSTROEM)
Rb -0.604 -0.494 0.815
C -2.805 3.382 0.897
P -1.102 3.166 1.584
C -1.046 4.453 2.898
C -2.192 5.003 3.472
C -2.100 5.910 4.521
C -0.860 6.289 5.012
C 0.290 5.748 4.449
C 0.194 4.836 3.412
C -0.130 4.016 0.275
C -0.235 5.379 0.007
C 0.490 5.953 -1.025
C 1.332 5.169 -1.806
C 1.447 3.812 -1.548
C 0.721 3.243 -0.511
C -2.870 2.695 -0.436
C -3.416 3.182 -1.616
C -3.204 2.167 -2.581
C -2.515 1.158 -1.920
C -1.913 -0.086 -2.498
P -0.054 0.037 -2.597
C 0.198 1.000 -4.138
C -0.140 2.357 -4.120
C 0.080 3.155 -5.232
C 0.668 2.625 -6.373
C 1.035 1.287 -6.390
C 0.803 0.481 -5.283
C 0.425 -1.652 -3.130
C 1.580 -2.197 -2.576
C 2.009 -3.469 -2.933
C 1.273 -4.217 -3.838
C 0.111 -3.690 -4.389
C -0.306 -2.415 -4.041
N -2.316 1.468 -0.607
H -3.507 2.948 1.619
H -3.050 4.441 0.781
H -3.168 4.725 3.097
H -3.004 6.325 4.952
H -0.787 6.998 5.827
H 1.264 6.037 4.826
H 1.097 4.415 2.982
H -0.892 5.995 0.612
H 0.395 7.013 -1.228
H 1.890 5.616 -2.619
H 2.085 3.189 -2.163
H 0.792 2.179 -0.326
H -3.916 4.131 -1.753
H -3.486 2.178 -3.624
H -2.110 -0.948 -1.849
H -2.340 -0.314 -3.476
H -0.585 2.789 -3.232
H -0.201 4.201 -5.198
H 0.847 3.252 -7.238
H 1.504 0.863 -7.270
H 1.096 -0.560 -5.316
H 2.132 -1.629 -1.835
H 2.904 -3.882 -2.484
H 1.596 -5.216 -4.107
H -0.470 -4.276 -5.091
H -1.206 -2.007 -4.486
O -0.357 -3.241 0.099
N 0.659 -3.954 0.174
N 1.721 -3.359 0.635
O 1.770 -2.106 1.023
C 2.900 -4.146 0.709
C 2.932 -5.480 0.295
C 4.113 -6.193 0.390
C 5.269 -5.601 0.890
C 5.228 -4.276 1.292
C 4.052 -3.543 1.204
H 2.034 -5.934 -0.096
H 4.132 -7.226 0.067
H 6.188 -6.169 0.957
H 6.123 -3.799 1.675
H 3.996 -2.505 1.497
C 2.157 -2.784 5.319
N 1.195 -1.740 5.046
C 0.501 -0.980 5.959
C -0.287 -0.148 5.220
N -0.090 -0.372 3.880
C 0.804 -1.333 3.816
H 2.973 -2.403 5.934
H 2.565 -3.133 4.372
H 1.686 -3.624 5.830
H 0.628 -1.103 7.021
H -0.974 0.605 5.570
H 1.218 -1.760 2.904

Here is an isolated molecule of C4H7NO in a non-equilibrium geometry from the OMol25 dataset. Energies are from the ωB97M-V functional and the def2-TZVPD basis.

Frontier orbital gap   11.5 eV
HOMO level   -10.775 eV
F_max   1.15 eV/A
SMILES   N#CCCCO
ΔE to the lowest compared entry with this formula, charge and spin   29.0 kcal/mol
Spin multiplicity   1
E   -7798.38809 eV
Charge   0

CARTESIAN COORDINATES (ANGSTROEM)
N -0.132 2.264 -2.300
C 0.010 1.830 -1.237
C 0.208 1.332 0.130
C -0.481 -0.006 0.446
C 0.111 -1.257 -0.226
O 0.758 -2.071 0.740
H 1.288 1.250 0.301
H -0.161 2.109 0.809
H -0.319 -0.202 1.510
H -1.561 0.082 0.283
H -0.662 -1.836 -0.748
H 0.875 -0.996 -0.967
H 0.066 -2.499 1.261

Here is a structure of composition C45H31AsN7O2S5W in a non-equilibrium geometry from the OMol25 dataset. Energies are from the ωB97M-V functional and the def2-TZVPD basis.

Frontier orbital gap   6.3 eV
HOMO level   -4.503 eV
F_max   1.86 eV/A
ΔE to the lowest compared entry with this formula, charge and spin   4.6 kcal/mol
Spin multiplicity   1
E   -178537.66053 eV
Charge   -1

CARTESIAN COORDINATES (ANGSTROEM)
W -0.638 -0.414 0.571
S -1.821 1.783 1.338
C -0.810 1.877 2.739
S 0.300 0.584 2.762
C -0.876 2.875 3.683
C -1.820 3.946 3.559
N -2.579 4.808 3.458
C 0.025 2.900 4.798
N 0.750 2.917 5.694
O -3.792 -2.948 -1.408
C -3.067 -3.381 -2.456
C -3.740 -4.165 -3.394
C -3.074 -4.660 -4.495
C -1.722 -4.383 -4.691
C -1.057 -3.596 -3.772
C -1.708 -3.083 -2.648
C -0.961 -2.225 -1.701
O -1.509 -1.949 -0.547
N 0.212 -1.793 -2.026
N 0.732 -1.037 -0.954
C 2.009 -1.029 -0.927
S 2.869 -0.492 0.482
C 4.497 -1.072 -0.076
C 4.492 -1.090 -1.587
S 2.952 -1.862 -2.137
H -3.221 -2.372 -0.864
H -4.793 -4.359 -3.237
H -3.614 -5.263 -5.216
H -1.200 -4.774 -5.555
H -0.010 -3.353 -3.901
H 4.655 -2.064 0.347
H 5.252 -0.385 0.308
H 5.326 -1.657 -2.003
H 4.513 -0.075 -1.981
S -2.229 0.475 -1.316
C -1.782 2.031 -1.964
C -2.616 2.633 -2.923
C -2.263 3.824 -3.520
C -1.067 4.460 -3.183
C -0.248 3.883 -2.232
C -0.608 2.686 -1.610
As 0.575 1.853 -0.316
C 2.116 1.978 -1.563
C 1.925 1.471 -2.846
C 2.926 1.568 -3.804
C 4.134 2.178 -3.491
C 4.333 2.684 -2.212
C 3.333 2.576 -1.252
C 0.981 3.351 0.849
C 0.177 4.481 0.894
C 0.436 5.483 1.821
C 1.489 5.354 2.716
C 2.284 4.217 2.689
C 2.025 3.216 1.763
H -3.539 2.134 -3.193
H -2.918 4.266 -4.261
H -0.781 5.389 -3.659
H 0.682 4.366 -1.961
H 0.977 1.015 -3.110
H 2.759 1.166 -4.796
H 4.917 2.254 -4.236
H 5.270 3.166 -1.957
H 3.499 2.994 -0.271
H -0.672 4.573 0.232
H -0.217 6.345 1.867
H 1.670 6.124 3.456
H 3.082 4.091 3.411
H 2.608 2.304 1.786
N -5.563 0.136 5.104
C -4.884 -0.459 4.394
C -4.071 -1.251 3.497
C -4.314 -2.603 3.348
C -3.485 -3.298 2.497
C -2.477 -2.625 1.829
N -2.266 -1.301 1.917
C -3.048 -0.642 2.774
H -5.114 -3.084 3.896
H -3.593 -4.361 2.338
H -1.810 -3.177 1.193
H -2.875 0.412 2.898
N 2.518 -6.669 3.797
C 2.054 -5.730 3.318
C 1.477 -4.553 2.713
C 1.451 -4.403 1.330
C 0.905 -3.263 0.761
C 0.369 -2.196 1.509
C 0.371 -2.423 2.900
C 0.915 -3.549 3.496
H 1.862 -5.181 0.697
H 0.905 -3.242 -0.317
H -0.061 -1.689 3.565
H 0.905 -3.652 4.574

Here is a structure of composition C33H35BrF3N7O3PReS in a non-equilibrium geometry from the OMol25 dataset. Energies are from the ωB97M-V functional and the def2-TZVPD basis.

Frontier orbital gap (alpha / beta)   6.6 / 5.1 eV
HOMO level (alpha / beta)   -14.877 / -14.886 eV
Expectation value of S²   3.8119
F_max   3.30 eV/A
ΔE to the lowest compared entry with this formula, charge and spin   27.4 kcal/mol
Spin multiplicity   4
E   -151784.95913 eV
Charge   +3

CARTESIAN COORDINATES (ANGSTROEM)
Re -0.027 0.569 1.182
O 0.736 -4.602 -0.003
C -0.532 -4.506 -0.450
C -1.239 -5.598 -0.952
C -2.532 -5.435 -1.404
C -3.145 -4.189 -1.362
C -2.458 -3.100 -0.845
C -1.157 -3.246 -0.399
C -0.359 -2.070 0.132
O -0.913 -0.858 -0.101
N -0.144 -2.272 1.592
N -0.202 -1.167 2.314
C -0.470 -1.144 3.591
C -0.828 0.073 4.234
Br -1.706 1.291 2.942
C -0.791 0.500 5.523
C -0.165 -0.099 6.659
C 0.690 -1.219 6.593
C 1.226 -1.756 7.738
C 0.955 -1.179 8.979
C 0.149 -0.048 9.064
C -0.411 0.484 7.924
H 1.063 -5.508 -0.110
H -0.777 -6.573 -0.979
H -3.065 -6.283 -1.797
H -4.149 -4.074 -1.735
H -2.918 -2.125 -0.780
H 0.651 -2.122 -0.334
H -0.444 -3.150 2.005
H -0.553 -2.064 4.160
H -1.286 1.441 5.729
H 0.955 -1.640 5.636
H 1.873 -2.617 7.676
H 1.393 -1.603 9.867
H -0.036 0.407 10.024
H -1.053 1.348 7.997
O 1.647 0.017 0.009
N 2.865 0.112 0.526
C 3.865 -0.510 -0.128
C 5.158 -0.444 0.322
C 5.444 0.308 1.465
C 4.413 0.946 2.122
C 3.099 0.818 1.661
S 1.763 1.499 2.526
H 3.558 -1.061 -1.002
H 5.933 -0.974 -0.211
H 6.454 0.377 1.834
H 4.583 1.546 3.004
C 0.010 0.760 -5.981
N -0.223 1.827 -4.918
C -1.728 1.919 -4.679
N -2.256 0.656 -4.341
C -2.007 -0.315 -5.391
N -0.576 -0.459 -5.578
C 0.087 -1.112 -4.479
P -0.034 -0.147 -2.850
C 0.496 1.481 -3.674
C -1.872 0.174 -3.037
H 1.088 0.648 -6.131
H -0.454 1.109 -6.908
H 0.106 2.734 -5.265
H -2.187 2.288 -5.602
H -1.895 2.641 -3.875
H -2.456 0.028 -6.326
H -2.444 -1.276 -5.121
H 1.144 -1.250 -4.728
H -0.363 -2.096 -4.326
H 1.563 1.402 -3.902
H 0.363 2.289 -2.952
H -2.177 0.886 -2.269
H -2.383 -0.772 -2.853
F -0.054 6.654 -2.343
C -0.968 5.705 -2.403
F -2.173 6.238 -2.326
F -0.867 5.128 -3.642
C -0.732 4.586 -1.416
C 0.553 4.301 -0.975
C 0.751 3.146 -0.243
N -0.236 2.293 0.051
C -1.479 2.597 -0.344
C -1.775 3.728 -1.081
H 1.371 4.973 -1.181
H 1.741 2.895 0.106
H -2.260 1.900 -0.065
H -2.789 3.935 -1.388

Here is a structure of composition C23H44NP3ScSe in a non-equilibrium geometry from the OMol25 dataset. Energies are from the ωB97M-V functional and the def2-TZVPD basis.

Frontier orbital gap (alpha / beta)   3.3 / 3.3 eV
HOMO level (alpha / beta)   -15.158 / -15.158 eV
F_max   5.60 eV/A
ΔE to the lowest compared entry with this formula, charge and spin   21.6 kcal/mol
Spin multiplicity   1
E   -139940.77510 eV
Charge   +3

CARTESIAN COORDINATES (ANGSTROEM)
Sc 1.344 -0.769 0.442
P -1.208 -2.114 0.348
P 0.872 -1.040 -2.141
P -0.355 0.643 2.050
H 1.435 1.862 -1.335
C 1.519 1.639 -0.252
C 2.595 0.880 0.365
H 3.568 0.650 -0.120
C -2.713 -1.385 -0.425
C -1.150 -3.707 -0.558
C -1.934 -2.722 1.911
C 1.511 0.298 -3.175
C 1.797 -2.478 -2.776
C -0.654 -1.285 -3.148
C 0.034 2.411 2.330
C -0.262 0.142 3.805
C -2.185 0.940 1.952
H 1.294 2.591 0.286
H 2.743 1.002 1.465
H -3.503 -2.147 -0.454
H -2.529 -1.069 -1.456
H -3.117 -0.527 0.121
H -2.147 -4.154 -0.542
H -0.467 -4.395 -0.058
H -0.830 -3.641 -1.600
H -2.848 -3.273 1.678
H -2.201 -1.932 2.612
H -1.259 -3.406 2.428
H 1.600 -0.086 -4.192
H 2.497 0.601 -2.838
H 0.867 1.179 -3.198
H 1.601 -2.578 -3.849
H 1.522 -3.414 -2.279
H 2.866 -2.304 -2.622
H -0.311 -1.535 -4.165
H -1.213 -0.337 -3.188
H -1.305 -2.101 -2.813
H -0.593 2.851 3.112
H -0.167 3.006 1.435
H 1.091 2.504 2.588
H -0.998 0.705 4.391
H 0.743 0.405 4.148
H -0.430 -0.925 3.973
H -2.500 1.645 2.736
H -2.777 0.027 2.077
H -2.401 1.400 0.979
C -1.836 4.630 -2.324
C -0.538 5.192 -2.325
C -0.305 6.477 -1.807
C -1.375 7.225 -1.312
C -2.681 6.700 -1.344
C -2.896 5.403 -1.809
Se -2.064 2.800 -2.851
H -1.292 2.398 -1.658
H 0.330 4.570 -2.605
H 0.713 6.883 -1.717
H -1.199 8.189 -0.821
H -3.498 7.324 -0.936
H -3.878 4.956 -1.696
N 3.493 -1.447 1.457
C 2.693 -2.621 1.564
C 1.861 -2.744 2.685
C 1.138 -3.931 2.827
C 1.162 -4.880 1.803
C 1.903 -4.669 0.631
C 2.663 -3.509 0.477
H 3.727 -0.951 2.318
H 4.302 -1.484 0.847
H 1.909 -1.973 3.473
H 0.518 -4.059 3.714
H 0.507 -5.752 1.895
H 1.858 -5.410 -0.171
H 3.344 -3.372 -0.366